1.
ORCA calculation (wB97M-V/def2-TZVPD) on 6 unconnected molecules or ions with the total composition C41H35Cl2F2N5O14S at a distorted geometry.

Last column: Mulliken charge in e.
Atoms and positions in Å:
C  0.03324  -0.12003  -2.46751  -0.738
C  -1.29752  0.01699  -3.37102  0.404
F  -1.24058  1.31069  -3.98738  -0.373
C  -2.53299  -0.17718  -2.39411  0.152
C  -3.23517  -1.41888  -2.42381  -0.217
C  -4.44758  -1.54595  -1.37299  -0.170
O  -4.59705  -2.59811  -0.73068  -0.569
C  -5.36960  -0.23430  -1.20006  0.326
C  -6.95656  -0.26225  -1.06970  -0.371
Cl  -7.67408  -1.94808  -0.92910  -0.130
C  -7.72694  0.46921  -2.28789  0.277
C  -8.05774  -0.49861  -3.52078  -1.133
Cl  -9.32829  1.07375  -1.55906  -0.174
C  -4.64766  0.99171  -1.18070  0.229
S  -5.39243  2.66550  -1.00841  1.232
O  -5.46690  3.41937  -2.32108  -0.605
O  -4.50411  3.49624  -0.10771  -0.490
F  -6.90501  2.67678  -0.30734  -0.235
C  -3.04075  0.95049  -1.36239  0.116
O  -2.25502  1.68049  -0.74782  -0.528
H  -0.04385  0.45019  -1.48000  0.213
H  0.91748  0.35294  -3.03086  0.414
H  0.28070  -1.21706  -2.22938  -0.044
H  -1.23168  -0.80448  -4.17223  0.333
H  -2.95074  -2.28655  -3.09640  0.331
H  -7.20922  0.26079  -0.07566  0.479
H  -7.18755  1.38382  -2.69337  0.306
H  -7.13632  -1.04698  -3.91747  0.260
H  -8.93394  -1.21169  -3.30701  0.357
H  -8.42448  0.16112  -4.39189  0.352
C  4.44499  3.70904  0.34569  -0.454
C  5.10737  2.56854  -0.09736  -0.512
C  4.51936  1.31737  0.05753  -0.222
C  3.26455  1.22222  0.65444  -0.112
C  2.59891  2.35981  1.10753  -0.237
C  3.19514  3.60552  0.95097  -0.540
N  2.63170  -0.08965  0.79664  1.231
O  3.25200  -1.06818  0.40524  -0.660
O  1.51697  -0.13418  1.29528  -0.579
H  4.90438  4.68438  0.21817  0.380
H  6.08056  2.65518  -0.56604  0.427
H  5.04549  0.43719  -0.29186  0.440
H  1.62411  2.29253  1.57749  0.463
H  2.68478  4.49778  1.29714  0.406
C  -3.22624  6.51158  -0.98941  -0.369
C  -3.22000  6.19964  0.36633  -0.347
C  -2.89861  7.17510  1.30402  -0.524
C  -2.58892  8.46311  0.87138  0.059
C  -2.58602  8.78005  -0.48496  -0.313
C  -2.90597  7.79738  -1.41553  -0.485
N  -2.27428  9.50024  1.85641  1.003
O  -2.26785  9.18211  3.03622  -0.601
O  -2.03970  10.62596  1.44344  -0.607
H  -3.48323  5.74842  -1.71784  0.378
H  -3.46857  5.19718  0.69161  0.596
H  -2.89736  6.91957  2.35750  0.427
H  -2.34144  9.77857  -0.82925  0.433
H  -2.90962  8.03420  -2.47407  0.375
C  8.08199  -2.11713  4.57436  -0.411
C  6.96488  -1.91662  3.76919  -0.625
C  6.99568  -0.95884  2.76191  -0.152
C  8.15437  -0.20955  2.56706  -0.055
C  9.27339  -0.39993  3.37423  -0.353
C  9.23254  -1.35809  4.38092  -0.463
N  8.19935  0.78254  1.49139  0.963
O  7.19106  0.93448  0.81601  -0.556
O  9.23996  1.39877  1.32679  -0.600
H  8.05627  -2.86970  5.35633  0.375
H  6.07030  -2.50991  3.92533  0.460
H  6.11861  -0.81206  2.14111  0.596
H  10.17643  0.18276  3.23148  0.436
H  10.09920  -1.51668  5.01344  0.369
C  -1.66796  -3.98603  1.72732  -0.429
C  -1.84898  -5.00436  2.65904  -0.553
C  -0.98926  -5.11418  3.74642  -0.420
C  0.04729  -4.19431  3.89331  -0.032
C  0.23841  -3.17743  2.96077  -0.455
C  -0.62430  -3.07695  1.87507  -0.496
N  0.94016  -4.29110  5.05045  1.034
O  0.75446  -5.20683  5.83780  -0.612
O  1.81756  -3.44904  5.16490  -0.605
H  -2.34463  -3.89979  0.88196  0.502
H  -2.66311  -5.71111  2.53856  0.403
H  -1.14051  -5.91152  4.46518  0.448
H  1.04541  -2.46077  3.06551  0.577
H  -0.48586  -2.28695  1.14434  0.612
C  2.18620  -7.00813  -2.66631  -0.408
C  2.19490  -6.28644  -3.85644  -0.511
C  1.52594  -5.07078  -3.93831  -0.371
C  0.85412  -4.58474  -2.81844  -0.055
C  0.83504  -5.30553  -1.62623  -0.051
C  1.50455  -6.52163  -1.55468  -0.639
N  0.16946  -3.29406  -2.89114  1.043
O  0.18993  -2.69631  -3.95769  -0.586
O  -0.38319  -2.88391  -1.87573  -0.488
H  2.71448  -7.95446  -2.60454  0.382
H  2.72660  -6.67118  -4.71994  0.374
H  1.54017  -4.51800  -4.87080  0.434
H  0.31017  -4.93548  -0.75198  0.454
H  1.49882  -7.08966  -0.63081  0.406

Cartesian forces (eV/Å) of the 6 atoms listed first:
C 0.7 0.4 -0.1
C 1.8 -0.2 1.8
F -0.7 -1.7 0.8
C -2.1 -2.3 -1.0
C 0.2 3.5 1.2
C 0.9 -2.0 0.2

LUMO ... -2.27 eV
SMILES string ... C[C@H](F)C1=CC(=O)C([C@H](Cl)[C@@H](C)Cl)=C(S(=O)(=O)F)C1=O.O=[N+]([O-])c1ccccc1.O=[N+]([O-])c1ccccc1.O=[N+]([O-])c1ccccc1.O=[N+]([O-])c1ccccc1.O=[N+]([O-])c1ccccc1



2.
ORCA calculation (wB97M-V/def2-TZVPD) on 8 unconnected molecules or ions with the total composition C41H35Cl3O25 at a distorted geometry.

Last column: Mulliken spin population.
Atoms and positions in Å:
C  -1.84895  -1.95628  0.36222  0.000
C  -1.01648  -0.99489  -0.04618  -0.001
C  0.39488  -0.80188  0.49919  0.001
O  1.14873  0.08959  0.08145  0.000
C  0.63516  -1.77750  1.62337  0.002
C  -0.22863  -2.76541  1.98844  0.001
C  -1.54514  -3.01851  1.34417  0.000
O  -2.24813  -4.00027  1.49224  0.000
O  0.02708  -3.58812  3.06862  0.000
O  -1.42962  -0.17010  -1.05709  0.000
H  -2.79766  -2.05563  -0.14422  0.000
H  1.62288  -1.68694  2.05069  -0.002
H  -0.65121  -4.22325  3.30971  0.000
H  -0.78616  0.52978  -1.19023  0.000
C  1.87754  1.36420  5.50645  0.312
C  2.78748  1.26392  4.42859  0.201
C  4.18895  1.89532  4.34662  0.002
O  4.98958  1.86455  3.39818  -0.041
C  4.40542  2.78869  5.53360  0.121
C  3.57541  2.81689  6.57309  0.043
C  2.25452  2.05255  6.79831  0.079
O  1.55037  1.96914  7.79087  0.062
O  3.82819  3.73482  7.58483  0.039
O  2.39802  0.55159  3.32174  0.187
H  0.89965  0.97003  5.27244  0.006
H  5.23516  3.47774  5.58949  0.002
H  3.14672  3.68835  8.25941  -0.002
H  3.02557  0.62514  2.59900  -0.017
C  1.26619  5.53827  -0.54926  0.000
C  1.47072  4.57116  0.40005  0.000
C  2.04259  4.85595  1.76829  0.002
O  2.00584  4.06333  2.68648  0.001
C  2.74913  6.14437  1.83615  0.000
C  2.75287  7.02128  0.82275  0.000
C  1.78832  6.85133  -0.36827  0.000
O  1.73225  7.74935  -1.26821  0.000
O  3.62967  8.02396  0.67215  0.000
O  1.06189  3.25921  0.19377  0.000
H  0.91100  5.44408  -1.56482  0.000
H  3.48908  6.28248  2.61062  0.000
H  3.33336  8.48222  -0.11766  0.000
H  1.05920  2.80763  1.04093  -0.001
C  -0.33390  1.45839  -4.38613  0.001
C  0.32146  2.19204  -3.48462  -0.001
C  1.30934  3.27042  -3.85438  0.000
O  1.95081  3.92509  -2.98934  0.000
C  1.38232  3.46327  -5.27712  0.000
C  0.63456  2.81970  -6.18834  0.000
C  -0.23766  1.64720  -5.82537  0.001
O  -0.92367  0.93847  -6.50459  0.000
O  0.71969  3.28796  -7.49505  0.000
O  0.17442  1.94005  -2.12540  0.000
H  -0.97728  0.66712  -4.03068  0.000
H  2.04019  4.25604  -5.60135  0.000
H  0.09564  2.81108  -8.04709  0.000
H  0.71159  2.62176  -1.71514  0.000
C  4.45492  1.67868  -2.30879  0.000
C  4.24200  0.94833  -1.19971  0.000
C  4.29818  1.40382  0.17721  0.000
O  3.97907  0.70475  1.11411  0.001
C  4.49569  2.86147  0.22491  -0.001
C  4.60188  3.65333  -0.90139  0.000
C  4.89800  3.06965  -2.25483  0.000
O  5.44887  3.62626  -3.17100  0.000
O  4.78039  4.98188  -0.85062  0.000
O  4.07155  -0.42177  -1.23777  0.000
H  4.49209  1.09304  -3.21545  0.000
H  4.52592  3.36897  1.17775  0.002
H  5.01798  5.34512  -1.70690  0.000
H  3.68283  -0.65575  -0.39174  0.000
C  -3.63959  -8.66583  5.09183  0.000
C  -2.54359  -7.88089  5.07185  0.000
C  -2.55061  -6.44723  4.62019  0.000
O  -1.56202  -5.74917  4.81344  0.000
C  -3.76513  -6.15088  3.98435  0.000
C  -4.88436  -6.94459  4.02868  0.000
C  -4.95483  -8.24883  4.67710  0.000
O  -5.93891  -8.95971  4.67132  0.000
O  -6.07487  -6.53001  3.51991  0.000
O  -1.30704  -8.33215  5.50252  0.000
H  -3.47527  -9.68885  5.39655  0.000
H  -3.85305  -5.24207  3.40752  0.000
H  -6.77129  -6.69465  4.15981  0.000
H  -0.65352  -7.63024  5.54527  0.000
C  -3.82718  2.10506  -2.16079  0.000
Cl  -4.60156  1.60024  -0.64964  0.000
Cl  -2.54233  3.33712  -1.72071  0.000
Cl  -4.96593  2.92061  -3.27306  0.000
H  -3.40121  1.25534  -2.69430  0.000
C  -4.64887  -6.17782  -5.64002  0.000
C  -4.77061  -4.66324  -5.61267  0.000
O  -3.96283  -4.10226  -4.57574  0.000
C  -4.09704  -2.72918  -4.32564  0.000
C  -3.26322  -2.14500  -3.19618  0.000
H  -5.25306  -6.59295  -6.44670  0.000
H  -3.62105  -6.48666  -5.83053  0.000
H  -4.90179  -6.70974  -4.72286  0.000
H  -4.71844  -4.12789  -6.56071  0.000
H  -5.81403  -4.47947  -5.35652  0.000
H  -3.92935  -2.24246  -5.28642  0.000
H  -5.15809  -2.52056  -4.18874  0.000
H  -3.43060  -2.55358  -2.19960  0.000
H  -3.52380  -1.08666  -3.18562  0.000
H  -2.18326  -2.13027  -3.34306  0.000

Cartesian forces (eV/Å) of the 6 atoms listed first:
C -0.7 -0.7 0.0
C 0.0 1.1 -1.3
C -0.7 -0.3 0.5
O -1.2 -1.8 1.0
C 0.4 0.3 -0.9
C 0.6 -1.4 2.6

Net charge ... +1
LUMO (spin up / spin down) ... -6.29 / -8.34 eV
Spin multiplicity ... 2



Number 1: calculated total energy -120495.883 eV. Number 2: calculated total energy -131822.567 eV.